Density functional theory data (wB97M-V/def2-TZVPD) for a 2-piece molecular cluster, C2H10N2O2 overall in a non-equilibrium geometry.

Structure (XYZ):
```
16
Properties=species:S:1:pos:R:3:lowdin_charge:R:1
N -0.2881 -1.3819 2.5568 0.3338
C 0.9738 -1.7807 2.1186 -0.2636
O 1.9500 -1.6410 3.0819 0.0535
H -1.0637 -1.2167 1.9184 0.1699
H -0.5412 -1.6838 3.4995 0.1761
H 0.9298 -2.8703 1.8678 0.2089
H 1.2944 -1.3388 1.1637 0.1791
H 1.9589 -0.7203 3.4128 0.1421
N -0.9258 0.7265 -3.0055 0.0106
C -0.1572 1.8525 -2.5698 -0.3777
O -0.7630 2.6864 -1.6075 -0.0637
H -1.2110 0.1215 -2.2339 0.0573
H -1.7478 1.0278 -3.5230 0.0808
H 0.8616 1.5558 -2.2896 0.1082
H -0.0437 2.4736 -3.4614 0.1201
H -1.2270 2.1895 -0.9289 0.0645
```

Output
Maximum force ... 1.4 eV/Å
Spin multiplicity ... 2
Net charge ... +1
Orbital gap (spin up / spin down) ... 8.139 / 2.806 eV
Relative energy (zero: lowest compared OMol25 entry of this formula, charge and spin) ... 1.625 eV
Highest occupied orbital energy (spin up / spin down) ... -12.32 / -12.32 eV